Record 1
Entry from the Open Molecules 2025 dataset: a molecular structure, C9H9Br4O2SbSe3TeV (wB97M-V/def2-TZVPD).

Geometry as XYZ:
```
30
Properties=species:S:1:pos:R:3:forces:R:3
V -0.1679 1.6626 -0.8973 0.26 1.03 -0.52
Br 5.0427 -2.8332 -1.5031 0.00 0.00 0.01
C 3.3897 -1.9366 -1.6791 -0.09 0.04 -0.01
C 2.4168 -2.4105 -2.5537 -0.02 0.09 0.07
Br 2.7038 -3.9719 -3.5779 0.02 0.02 0.02
C 1.2008 -1.7205 -2.6676 -0.02 -0.13 -0.16
Br -0.1939 -2.2863 -3.8050 0.00 -0.06 -0.04
C 0.9665 -0.5751 -1.9365 -0.52 0.27 0.16
O -0.1748 0.1379 -1.9748 0.70 -1.35 -0.74
C 1.9377 -0.1050 -1.0289 0.01 0.23 0.06
O 1.5981 0.9586 -0.3186 0.09 -0.36 -0.28
C 3.1416 -0.7870 -0.9172 0.03 -0.01 0.03
Br 4.3774 -0.0823 0.3223 0.07 -0.05 0.00
Se 0.4525 3.6502 0.0961 0.28 0.19 0.77
Se -1.1916 5.3001 0.2988 -0.41 0.19 -0.27
Te -3.2661 4.0849 -0.5739 0.13 0.32 0.26
Se -2.1060 2.4171 -2.0454 -0.13 -0.25 -0.09
C -2.9178 1.1559 2.0734 0.01 -0.04 0.02
Sb -1.1795 0.4211 1.1084 -0.44 -0.15 0.76
C 0.0744 0.1375 2.7947 0.02 -0.01 0.00
C -1.7661 -1.5926 0.7714 0.00 -0.01 -0.01
H -3.2054 0.5000 2.8960 0.02 0.01 -0.03
H -3.7165 1.2233 1.3383 -0.04 0.02 0.02
H -2.7064 2.1578 2.4409 -0.03 0.02 0.01
H -0.4550 -0.4320 3.5588 0.03 0.01 0.00
H 0.3591 1.1145 3.1809 0.01 -0.01 0.01
H 0.9723 -0.3922 2.4809 0.01 0.01 0.01
H -2.1757 -2.0173 1.6883 0.01 -0.01 -0.04
H -0.8979 -2.1674 0.4504 -0.02 0.00 -0.01
H -2.5126 -1.6116 -0.0207 0.01 -0.03 0.00
```
Forces are in eV/Å.

- Lowest unoccupied orbital energy (spin up / spin down): 0.08407 / 0.08406 Ha
- Highest occupied orbital energy (spin up / spin down): -4.19 / -4.18 eV
- Frontier orbital gap (spin up / spin down): 6.48 / 6.47 eV
- Net charge: -1

---

Record 2
Entry from the Open Molecules 2025 dataset: 3 unconnected molecules or ions with the total composition C9H9F3O9 (wB97M-V/def2-TZVPD).

Geometry as XYZ:
```
30
Properties=species:S:1:pos:R:3:forces:R:3
O -0.9475 0.2724 -1.1488 -1.49 -4.72 2.58
C -1.1726 -0.6068 -0.3100 2.21 1.44 -3.29
O -1.1955 -0.3631 0.9939 -0.88 1.10 0.47
C -1.7747 -1.5186 1.5730 0.72 0.25 1.78
C -0.9596 -2.5103 0.8084 -1.12 0.11 0.01
F -1.4620 -3.7318 0.8707 -0.45 -1.31 -0.29
O -1.1050 -1.9741 -0.4917 -4.08 0.48 0.62
H -1.5526 -1.4615 2.6386 -0.16 -0.23 -0.04
H -2.8488 -1.5339 1.3879 0.07 -0.40 -0.08
H 0.0809 -2.5633 1.1286 0.18 0.20 -0.13
O 4.7468 -0.4485 -1.7625 -3.34 0.14 3.16
C 3.7426 -0.6403 -1.0496 3.57 -1.48 -5.99
O 3.4508 -0.3426 0.1385 2.31 3.04 4.67
C 2.2336 -0.7950 0.5922 -1.38 -0.80 0.29
C 1.9218 -1.7811 -0.4944 -0.46 -0.09 -0.26
F 0.7177 -1.5411 -0.9897 1.99 -0.09 -1.11
O 2.7347 -1.4214 -1.4986 1.82 -0.70 -2.34
H 2.2147 -1.3105 1.5524 0.82 0.45 0.23
H 1.4940 0.0056 0.6046 0.07 0.12 -0.03
H 2.0206 -2.8410 -0.2601 -0.02 -0.17 0.13
O 1.3994 3.4713 -0.8130 -3.54 -1.29 1.19
C 0.2432 3.0840 -0.5978 2.08 1.16 -0.30
O -0.4764 3.2014 0.5569 -0.05 0.07 0.02
C -1.7874 2.5646 0.3848 1.02 -0.41 1.96
C -1.9162 2.4404 -1.0761 1.02 0.75 -1.08
F -2.5196 3.5644 -1.5500 -0.24 0.58 -0.44
O -0.5209 2.4819 -1.5066 -1.43 0.70 -0.96
H -1.7449 1.6063 0.9026 0.14 0.17 -0.37
H -2.5694 3.1014 0.9219 0.19 0.63 -0.55
H -2.4474 1.5912 -1.5059 0.41 0.31 0.15
```
Forces are in eV/Å.

- Lowest unoccupied orbital energy: -0.00130 Ha
- Highest occupied orbital energy: -10.80 eV
- Frontier orbital gap: 10.77 eV
- Energy above the lowest of the compared OMol25 structures with the same formula, charge and spin: 394.67 kJ/mol
- Structure (SMILES): O=C1OC[C@@H](F)O1.O=C1OC[C@@H](F)O1.O=C1OC[C@@H](F)O1

---

Record 3
Entry from the Open Molecules 2025 dataset: a molecular structure, C9H9F5OPReSSe2Te2 (wB97M-V/def2-TZVPD).

Geometry as XYZ:
```
31
Properties=species:S:1:pos:R:3:forces:R:3
Re 0.3417 -1.6249 -1.3149 1.69 1.79 1.20
Se -1.0597 -2.9214 -2.5738 0.25 -0.53 -0.07
Te 0.2260 -4.7174 -3.7545 1.04 -0.61 -0.35
Te 2.8750 -4.2904 -3.2286 -0.94 -0.38 -0.40
Se 2.8660 -2.3931 -1.6963 -2.12 0.76 0.15
F -5.0892 2.4885 -0.3058 0.13 -0.07 -0.04
C -3.9318 2.0142 -0.7368 0.34 -0.22 -0.10
C -3.9050 0.9584 -1.6535 0.21 0.13 0.05
F -5.0366 0.4212 -2.0854 -0.02 0.06 0.02
C -2.6828 0.4725 -2.1016 0.17 0.07 0.22
F -2.6328 -0.5576 -2.9575 -0.47 0.46 0.08
C -1.4780 1.0048 -1.6451 -0.28 -0.05 0.27
S 0.0760 0.4307 -2.2617 0.75 -0.95 0.00
C -1.5254 2.0415 -0.7165 -0.36 -0.28 -0.10
F -0.3745 2.5267 -0.2379 -0.13 0.15 0.14
C -2.7346 2.5439 -0.2501 0.13 -0.15 -0.17
F -2.7435 3.5046 0.6681 -0.09 -0.03 -0.10
C 0.5257 0.4349 2.7756 0.39 -0.38 -0.40
P 1.6323 -0.4234 1.6183 0.82 0.75 0.62
C 2.5800 0.7990 0.6608 -0.37 -0.46 0.31
C 2.8349 -1.4306 2.5381 -0.50 0.33 -0.30
O 0.7998 -1.3077 0.7053 -0.78 -0.63 -1.19
H 1.0950 1.0737 3.4449 0.08 0.06 0.07
H -0.0254 -0.3046 3.3559 0.02 -0.02 0.00
H -0.1787 1.0411 2.2091 0.00 0.04 -0.07
H 3.0838 1.4870 1.3331 0.12 0.06 0.10
H 1.9102 1.3625 0.0122 -0.05 -0.04 0.00
H 3.3179 0.2704 0.0515 -0.05 0.06 0.05
H 3.4040 -0.8019 3.2205 0.03 0.04 0.02
H 3.5112 -1.8983 1.8213 -0.02 0.01 0.01
H 2.3171 -2.2044 3.1039 -0.03 0.01 -0.02
```
Forces are in eV/Å.

- Lowest unoccupied orbital energy (spin up / spin down): -0.17118 / -0.20190 Ha
- Highest occupied orbital energy (spin up / spin down): -10.69 / -11.11 eV
- Frontier orbital gap (spin up / spin down): 6.03 / 5.62 eV
- Spin multiplicity: 2
- Net charge: +1

---

Record 4
Entry from the Open Molecules 2025 dataset: a molecular structure, C9H9I2LuNO4SScSe (wB97M-V/def2-TZVPD).

Geometry as XYZ:
```
29
Properties=species:S:1:pos:R:3:forces:R:3
I 3.6145 1.9981 2.2649 0.68 0.85 0.89
I -1.7600 -4.0541 1.4023 -0.82 -0.77 0.57
Sc 0.0490 -2.4032 0.2280 1.61 1.15 2.00
Lu 2.2847 0.2532 0.5037 -0.91 -1.15 1.68
S -0.1916 -0.0526 1.1900 0.23 -0.59 -0.90
C 1.7386 1.3942 -1.4612 -2.40 3.99 -5.70
C 3.8589 -0.0620 -1.2288 4.01 -0.89 -4.63
C -1.5107 1.2987 0.7560 -1.05 0.94 0.10
C -2.7446 0.8721 1.5420 0.07 -0.31 0.35
C -1.8054 1.3864 -0.7313 0.08 -0.41 -0.26
C -0.9775 2.6131 1.3179 0.44 -0.18 0.47
C 0.7462 -3.9165 -1.4129 0.83 -3.08 -3.89
C -0.9135 -1.8237 -1.6727 -3.96 1.94 -6.15
O 4.5229 -0.2026 -2.1545 -2.56 0.52 3.63
O 1.4244 1.9854 -2.4066 1.65 -2.87 4.48
O 0.9591 -4.5596 -2.3343 -0.62 2.22 3.30
O -1.4991 -1.5665 -2.6394 2.94 -1.27 4.67
H -3.5666 1.5797 1.3816 0.22 -0.03 -0.09
H -2.5209 0.8541 2.6108 -0.14 0.04 -0.02
H -3.0962 -0.1221 1.2534 -0.05 0.10 -0.10
H -2.3552 2.3212 -0.9336 0.17 -0.35 0.15
H -2.4399 0.5549 -1.0559 0.00 0.17 0.03
H -0.9092 1.3876 -1.3567 -0.08 0.17 0.06
H -1.7247 3.4085 1.1893 0.12 -0.28 -0.05
H -0.0500 2.9480 0.8433 -0.03 0.03 -0.21
H -0.7805 2.5124 2.3913 -0.10 0.12 -0.12
Se 4.3869 -3.8643 -0.1068 -1.55 1.42 0.50
C 3.1040 -2.7594 0.2144 2.03 -1.98 -0.52
N 2.1565 -1.9809 0.4057 -0.82 0.48 -0.24
```
Forces are in eV/Å.

- Lowest unoccupied orbital energy (spin up / spin down): -0.62476 / -0.63006 Ha
- Highest occupied orbital energy (spin up / spin down): -21.98 / -21.98 eV
- Frontier orbital gap (spin up / spin down): 4.98 / 4.83 eV
- Net charge: +4

---

Record 5
Entry from the Open Molecules 2025 dataset: a single C9H9N molecule (wB97M-V/def2-TZVPD).

Geometry as XYZ:
```
19
Properties=species:S:1:pos:R:3:forces:R:3
C -1.3483 0.7316 -1.0070 0.78 -1.69 -0.29
N -1.5029 -0.4906 -1.2326 0.09 1.37 -2.32
C -0.4119 -1.2520 -0.5642 0.07 -1.85 -2.69
C -1.1602 -1.7262 0.7922 1.85 -2.13 -0.72
C -1.6007 -0.4322 1.1506 -0.03 4.14 2.66
C -1.3273 0.7871 1.0650 -1.15 -3.88 2.21
C -0.7797 1.4532 -0.0441 -2.00 1.38 -1.17
C 0.5240 2.0679 -0.0636 2.00 -0.26 2.15
C 1.3506 0.7122 0.2987 -1.82 1.85 0.77
C 0.9646 -0.4898 -0.5835 1.21 0.03 0.33
H -0.2182 -2.1080 -1.3795 -0.54 1.29 2.32
H -0.3591 -2.1109 1.5236 -1.25 0.43 -1.07
H -1.9351 -2.5333 0.5696 1.03 1.17 0.44
H 0.7168 2.3735 -1.0669 0.58 0.92 -0.43
H 0.7358 2.7879 0.8423 -0.47 -0.86 -2.30
H 2.4272 0.8462 0.3095 0.11 0.16 -0.06
H 0.9552 0.6826 1.3336 0.90 -1.03 -0.22
H 1.1745 -0.1178 -1.6428 -0.55 -0.90 1.06
H 1.7946 -1.1817 -0.3008 -0.84 -0.15 -0.64
```
Forces are in eV/Å.

- Lowest unoccupied orbital energy (spin up / spin down): 0.00309 / 0.00313 Ha
- Highest occupied orbital energy (spin up / spin down): -7.82 / -7.82 eV
- Frontier orbital gap (spin up / spin down): 7.91 / 7.91 eV
- Energy above the lowest of the compared OMol25 structures with the same formula, charge and spin: 710.68 kJ/mol
- Structure (SMILES): C1=N[C@@H]2CC#CC=1CCC2

---

Record 6
Entry from the Open Molecules 2025 dataset: 2 unconnected molecules or ions with the total composition C9H9N2O2 (wB97M-V/def2-TZVPD).

Geometry as XYZ:
```
22
Properties=species:S:1:pos:R:3:forces:R:3
C 1.3184 -1.9929 0.2736 -0.57 -0.45 0.40
C 1.6957 -0.6701 0.2467 1.87 0.47 -0.47
C -0.4848 -0.7292 -0.2400 -0.78 1.04 0.48
C 2.9617 0.0502 0.3125 0.62 0.88 -0.18
C 3.0515 1.3840 0.0353 -1.82 0.08 0.05
C 1.8634 2.1472 -0.2268 0.25 -2.15 0.26
C 0.7258 1.4773 -0.2318 -4.76 1.02 -1.15
C -1.8220 -0.4402 -0.5277 -0.50 -3.97 1.54
C -3.8283 0.7869 0.8739 1.26 0.55 -0.55
N 0.5949 0.1169 -0.0865 0.28 -1.18 0.23
N -0.0702 -1.9628 0.0254 1.78 -1.67 0.90
O -2.6406 -1.5901 -0.4724 -0.31 0.46 -0.65
O -4.1682 1.8537 0.5329 -0.32 -1.44 0.60
H 1.9058 -2.9434 0.4363 -0.98 1.51 -0.16
H 3.9462 -0.3322 0.5481 -0.46 -1.08 0.09
H 3.9242 1.9750 0.0384 1.35 -0.13 0.17
H 1.7278 3.1476 -0.4738 0.67 1.74 -0.10
H -0.2878 2.0123 -0.4466 2.00 -1.07 0.46
H -2.0780 0.3596 -1.0599 -1.22 3.07 -2.03
H -4.2029 -0.2045 1.2556 -0.53 0.75 -0.13
H -0.7056 -2.7287 0.2817 0.33 0.57 -0.68
H -3.4269 -1.7165 -1.0946 1.83 1.02 0.91
```
Forces are in eV/Å.

- Lowest unoccupied orbital energy (spin up / spin down): -0.12341 / -0.18122 Ha
- Highest occupied orbital energy (spin up / spin down): -11.20 / -10.95 eV
- Frontier orbital gap (spin up / spin down): 7.84 / 6.02 eV
- Energy above the lowest of the compared OMol25 structures with the same formula, charge and spin: 452.29 kJ/mol
- Net charge: +1

---

Record 7
Entry from the Open Molecules 2025 dataset: a molecular structure, C9H9N3O2 (wB97M-V/def2-TZVPD).

Geometry as XYZ:
```
23
Properties=species:S:1:pos:R:3:forces:R:3
C -1.8435 1.1360 0.2339 1.38 1.38 4.96
C -2.3115 0.5663 -0.8196 0.14 -3.73 -2.91
C -2.0458 -0.7857 -1.0794 -3.60 -1.59 -2.21
C -1.6137 -1.6113 -0.0341 3.00 0.48 0.97
C -1.1637 -0.8645 1.0925 -1.10 0.89 1.45
C 1.9112 -0.8789 -0.6568 -1.00 -7.47 -1.66
C 2.1874 -0.8836 0.7119 -0.48 7.09 0.09
C 2.0241 0.3073 1.3549 -0.41 0.08 1.15
C 1.2199 1.3832 -0.6910 1.24 2.84 -0.27
H -1.8190 2.1659 0.4231 -0.61 1.59 -0.20
H -2.8957 1.0809 -1.4684 -1.20 1.62 -2.25
H -2.6328 -1.1132 -2.1296 2.19 0.19 2.97
H -1.1689 -2.6554 0.0909 -1.41 1.18 -1.33
H -0.7151 -1.3629 1.9964 -0.55 0.27 -1.17
H 1.0930 0.0257 -2.1653 -1.51 -0.48 -3.14
H 2.3511 -1.7118 1.2134 1.20 -3.89 1.96
H 2.2561 0.3973 2.4794 -0.75 0.20 -1.99
H 0.7160 2.3290 1.1811 3.82 -3.93 -1.98
N -1.3656 0.4706 1.2850 1.70 -2.24 -0.34
N 1.6085 0.2286 -1.3942 0.81 1.16 3.68
N 1.5344 1.4322 0.6501 -2.44 1.73 3.19
O 1.8079 -2.1087 -1.0933 0.23 4.50 -0.34
O 0.8655 2.4528 -1.1808 -0.66 -1.87 -0.63
```
Forces are in eV/Å.

- Lowest unoccupied orbital energy: 0.00397 Ha
- Highest occupied orbital energy: -9.23 eV
- Frontier orbital gap: 9.34 eV
- Energy above the lowest of the compared OMol25 structures with the same formula, charge and spin: 476.64 kJ/mol

---

Record 8
Entry from the Open Molecules 2025 dataset: a single C9H9N3O2S molecule (wB97M-V/def2-TZVPD).

Geometry as XYZ:
```
24
Properties=species:S:1:pos:R:3:forces:R:3
C 0.6066 -1.6282 -0.4656 1.65 -0.84 0.07
C 1.5257 0.4101 -1.2872 -0.08 -1.93 1.10
C -0.6196 -1.0565 -0.2973 0.23 3.79 0.22
C 0.3530 1.0095 -1.0177 -2.68 3.80 0.54
C 1.7204 -0.8978 -0.9093 -0.49 -2.00 -1.48
C -0.7525 0.3800 -0.4250 2.59 -2.74 -1.31
C -4.0326 2.6278 2.1524 -1.23 1.41 1.25
C -2.2037 1.6923 0.9037 3.92 0.54 1.69
C 3.0738 -1.5995 -1.0551 -0.31 0.69 -0.50
N -3.4494 1.7437 1.3150 0.54 -0.84 -0.75
N -1.0842 2.1675 1.5538 -8.73 -3.29 -2.25
N -4.6793 2.3603 3.2175 0.01 -0.08 -0.47
O 0.3156 4.0381 0.7600 -0.18 2.54 -3.13
O -1.9806 0.9212 -0.1626 -1.26 0.20 -0.49
S 0.1428 3.0004 1.7238 5.49 0.29 4.40
H 0.8853 -2.6641 -0.2156 -0.96 0.33 -0.17
H 2.2789 1.0194 -1.6233 1.90 1.10 -1.01
H -1.5026 -1.4837 0.0218 -1.45 -1.61 0.71
H 0.3666 2.1282 -1.2372 -0.57 -1.49 0.41
H -4.0522 3.6406 1.7023 0.19 -0.19 0.02
H 3.5053 -0.9877 -0.3263 2.04 0.55 1.30
H 3.2019 -2.6340 -0.7243 -0.65 0.17 -0.17
H 3.6628 -1.4315 -1.9852 -0.87 -0.05 0.43
H -5.2580 3.1430 3.5713 0.90 -0.35 -0.42
```
Forces are in eV/Å.

- Lowest unoccupied orbital energy (spin up / spin down): 0.01213 / -0.14997 Ha
- Highest occupied orbital energy (spin up / spin down): -6.86 / -9.18 eV
- Frontier orbital gap (spin up / spin down): 7.19 / 5.10 eV
- Energy above the lowest of the compared OMol25 structures with the same formula, charge and spin: 0.00 kJ/mol
- Spin multiplicity: 3